2 unconnected molecules or ions with the total composition C3H11N3S at a distorted geometry. Source: the Open Molecules 2025 dataset; level of theory: ωB97M-V/def2-TZVPD.

XYZ file:
```
18
Properties=species:S:1:pos:R:3:forces:R:3:lowdin_charge:R:1
C -2.3040 0.6798 -0.5411 -4.32 -0.88 -3.03 -0.1990
C -0.5720 -1.2390 -0.5775 -3.99 2.56 -0.13 0.0982
C 4.1798 0.1058 0.5066 -1.86 -0.17 -2.55 -0.1574
N -1.5721 -0.5592 -0.1513 0.56 0.46 1.66 0.0691
N -3.4031 0.7998 0.3791 1.74 -0.63 1.23 0.0222
N 1.4338 -0.2961 0.0162 1.54 -0.12 -2.20 -0.2386
S 2.7791 -0.1876 -0.6946 -0.71 0.32 1.64 1.2323
H -1.8120 1.6490 -0.5394 1.22 -0.61 -0.65 0.1338
H -2.8973 0.3512 -1.5428 2.12 1.28 1.69 0.2005
H -0.4089 -2.0835 -0.0629 1.17 -3.05 1.68 0.0969
H -0.2022 -1.0302 -1.4970 1.14 0.40 -2.61 0.0872
H 3.7140 0.6938 1.2652 0.00 -0.26 1.30 0.0598
H 4.6976 0.8191 -0.1382 1.09 -0.45 0.15 0.0699
H 4.5198 -0.9385 0.5966 0.68 0.70 0.62 0.0915
H -1.9846 -0.8109 0.7568 -0.01 -0.42 -0.29 0.1713
H -4.3178 1.0483 0.0728 -0.34 0.09 -0.51 0.0974
H -3.0884 1.3450 1.1625 -0.67 0.36 0.37 0.0879
H 1.2385 -0.3469 0.9890 0.63 0.41 1.63 0.0771
```
Positions in Å, forces in eV/Å.

For the LUMO energy, the calculation gives -0.427 hartree. The value obtained for the strongest force on any atom is 5.351 eV Å⁻¹. The value obtained for the calculated total energy is -682.555246 Ha. Its frontier orbital gap is 5.346 eV. The highest occupied orbital energy is -16.954 eV. The relative energy (zero: lowest compared OMol25 entry of this formula, charge and spin) is 367.6 kJ/mol. Its net charge is +2.